(1)
# C19H50B2N2O13P3

3 unconnected molecules or ions with the total composition C19H50B2N2O13P3 (the ωB97M-V functional and the def2-TZVPD basis, the Open Molecules 2025 dataset).

For the max |F|, the calculation gives 5.0 eV Å⁻¹. The HOMO energy comes out at -4.32 eV. The charge is -1. The orbital gap is 6.49 eV. Its energy is -79337.21801 eV.

Cartesian coordinates (Å):
P: 3.781 3.262 -1.167
P: 1.700 1.175 -5.906
P: -3.914 -4.518 4.879
O: 2.437 0.095 -4.954
O: 2.731 1.622 0.704
O: -5.108 -3.459 5.093
O: 1.182 2.207 -5.000
O: 0.907 2.747 1.591
O: 2.728 1.069 -7.110
O: -4.681 -5.901 4.920
O: 3.577 5.264 2.649
O: 0.474 0.272 -6.448
O: 0.016 2.423 -0.968
O: 2.789 5.714 1.532
O: -3.362 -4.575 6.411
O: -2.828 -3.901 4.113
N: 1.480 0.472 2.633
N: 0.359 4.773 -1.433
C: 2.035 -0.038 -2.563
C: 1.563 4.995 1.497
C: 2.523 -0.270 -9.113
C: 2.947 2.965 0.449
C: -0.713 1.692 -8.048
C: 2.943 0.476 -3.658
C: -1.506 -3.216 7.171
C: 4.356 5.013 -1.207
C: 1.566 3.678 0.694
C: 3.024 -0.214 -7.689
C: -0.342 -1.167 2.697
C: -5.649 -6.158 5.954
C: -5.460 -2.572 4.026
C: 0.607 -0.367 1.798
C: -0.771 0.894 -6.758
C: -7.030 -6.279 5.353
C: 5.354 2.303 -0.990
C: -6.209 -3.280 2.912
C: -1.956 -4.575 6.677
B: 0.637 3.622 -0.609
B: 1.925 1.740 1.965
H: -0.995 -1.828 2.128
H: 0.056 4.436 -2.342
H: 3.061 1.556 -3.587
H: 6.209 2.976 -0.930
H: -1.838 -2.429 6.495
H: 2.338 0.354 -1.587
H: 1.233 4.748 2.506
H: 5.404 5.025 -1.509
H: 3.934 0.029 -3.558
H: -5.649 -4.144 2.547
H: -7.762 -6.497 6.131
H: -7.316 -5.352 4.858
H: -1.779 -5.332 7.444
H: -0.957 -0.438 3.238
H: -1.937 -3.004 8.151
H: 2.606 -1.026 -7.099
H: -4.570 -2.076 3.636
H: -5.627 -5.391 6.723
H: 2.060 -1.128 -2.522
H: 1.442 -0.137 -9.147
H: 0.825 5.686 1.081
H: -7.061 -7.073 4.606
H: 4.302 5.510 -0.236
H: 0.103 2.417 -8.027
H: 1.235 -1.114 1.297
H: -7.177 -3.641 3.261
H: 2.767 -1.234 -9.562
H: 0.952 0.710 3.465
H: 0.666 1.912 -1.469
H: -1.650 2.227 -8.206
H: 5.464 1.591 -1.804
H: -1.501 0.090 -6.850
H: -5.354 -7.098 6.422
H: 3.663 3.334 1.202
H: 2.743 2.292 2.796
H: 2.969 0.523 -9.715
H: -6.379 -2.599 2.078
H: -6.090 -1.800 4.466
H: -0.419 -3.171 7.250
H: -1.095 1.527 -5.930
H: 4.108 -0.318 -7.664
H: 0.039 0.208 1.059
H: -0.547 1.036 -8.904
H: 3.781 5.582 -1.935
H: 0.230 -1.720 3.443
H: 5.307 1.742 -0.054
H: 1.191 5.329 -1.602
H: -1.394 -4.868 5.791
H: 0.999 0.250 -2.755
H: 3.296 4.343 2.825

These are the Mulliken partial charges, in e, on atoms 1 to 2:
1. P 0.764
2. P 1.005

(2)
# C2H10N2S

2 unconnected molecules or ions with the total composition C2H10N2S (the ωB97M-V functional and the def2-TZVPD basis, the Open Molecules 2025 dataset).

For the max |F|, the calculation gives 1.0 eV Å⁻¹. The HOMO energy comes out at -9.12 eV. As for the SMILES: NCN.CS. For the energy relative to the best compared isomer or geometry (same formula, charge and spin), the calculation gives 40.3 kJ/mol. The orbital gap is 10.00 eV. Its energy is -16051.21972 eV.

Cartesian coordinates (Å):
S: -2.356 -0.441 -0.195
N: 1.752 1.223 -0.994
N: 2.238 -0.572 0.681
C: 1.893 -0.198 -0.691
C: -1.280 0.191 1.155
H: 2.658 1.644 -1.160
H: 1.624 -0.095 1.338
H: -0.532 0.867 0.761
H: 1.373 1.709 -0.189
H: -1.918 0.640 1.899
H: 3.163 -0.205 0.883
H: 2.681 -0.642 -1.292
H: 0.977 -0.709 -0.966
H: -0.813 -0.696 1.602
H: -2.930 0.738 -0.445

These are the Mulliken partial charges, in e, on atoms 1 to 2:
1. S -0.192
2. N -0.544

(3)
# C4H6O2Tb

A molecular structure, C4H6O2Tb (the ωB97M-V functional and the def2-TZVPD basis, the Open Molecules 2025 dataset).

For the max |F|, the calculation gives 2.3 eV Å⁻¹. The HOMO energy (spin up / spin down) comes out at -7.43 / -7.12 eV. As for the expectation value of S²: 15.86. For the energy relative to the best compared isomer or geometry (same formula, charge and spin), the calculation gives 217.5 kJ/mol. The orbital gap (spin up / spin down) is 6.90 / 6.06 eV. Its spin multiplicity is 8. Its energy is -30767.82746 eV.

Cartesian coordinates (Å):
Tb: -0.831 -1.955 -1.647
O: -2.254 1.192 -0.062
O: 0.003 -2.098 0.326
C: 1.070 0.023 -0.228
C: -1.822 1.886 0.919
C: 0.242 0.202 -1.286
C: 0.922 -1.148 0.728
H: 0.381 1.159 -1.828
H: 1.940 -1.586 0.853
H: -1.480 0.772 -0.665
H: 0.677 -0.734 1.734
H: 1.906 0.702 0.012
H: -0.756 1.585 1.145

These are the Mulliken partial charges, in e, on atoms 1 to 2:
1. Tb 1.307
2. O -0.257

(4)
# C36H34CrF5N6SSi2

A molecular structure, C36H34CrF5N6SSi2 (the ωB97M-V functional and the def2-TZVPD basis, the Open Molecules 2025 dataset).

For the max |F|, the calculation gives 1.1 eV Å⁻¹. The HOMO energy (spin up / spin down) comes out at -4.46 / -4.55 eV. As for the expectation value of S²: 6.10. The charge is -1. The orbital gap (spin up / spin down) is 5.87 / 5.88 eV. Its spin multiplicity is 5. Its energy is -115426.24731 eV.

Cartesian coordinates (Å):
Cr: -0.183 0.240 0.178
S: -1.581 3.389 0.446
Si: 1.540 -0.253 3.216
Si: -1.546 0.137 3.327
F: -0.304 0.510 -2.101
F: -3.217 3.479 -5.649
F: -2.024 4.724 -3.565
F: -2.975 0.798 -5.976
F: -1.516 -0.672 -4.197
N: -1.794 -2.814 0.130
N: -2.156 -0.444 -0.121
N: 2.718 -1.542 -0.417
N: -0.736 2.022 0.821
N: 1.969 0.784 -0.397
N: 0.330 -1.693 -0.116
C: 1.514 4.269 0.429
C: -1.046 1.348 -2.979
C: 0.033 0.470 2.334
C: -2.491 2.773 -4.754
C: 2.616 -4.574 -0.195
C: -1.853 -1.715 3.552
C: -3.168 0.888 2.726
C: -0.512 -2.763 0.043
C: -3.954 -2.010 -0.293
C: 0.123 1.910 1.908
C: 1.413 3.224 -0.654
C: -0.081 -5.332 0.226
C: -2.600 -1.717 -0.075
C: 0.286 -4.009 0.065
C: 2.923 -0.176 -0.505
C: 2.381 2.072 -0.511
C: 1.351 4.080 1.745
C: 2.261 -5.907 -0.030
C: -1.630 0.664 -4.030
C: -2.371 1.402 -4.933
C: 0.967 2.850 2.408
C: 3.227 0.259 2.540
C: -1.861 3.369 -3.674
C: 4.274 0.130 -0.699
C: 4.689 1.438 -0.728
C: -4.340 0.277 -0.808
C: 3.722 2.416 -0.627
C: 1.613 -2.162 -0.247
C: 1.665 0.223 5.050
C: -4.826 -1.016 -0.672
C: 1.600 -3.640 -0.140
C: 0.932 -6.281 0.179
C: -1.375 0.875 5.066
C: -3.021 0.517 -0.499
C: -1.115 2.678 -2.756
C: 1.481 -2.141 3.235
H: -2.376 1.033 5.477
H: 0.962 -0.317 5.685
H: -1.489 -2.313 2.715
H: 1.411 2.651 3.378
H: 3.969 3.468 -0.674
H: 3.026 -6.673 -0.062
H: 0.399 2.856 -0.800
H: 3.640 -4.266 -0.356
H: 1.677 3.699 -1.602
H: -2.927 -1.902 3.646
H: 1.750 5.273 0.093
H: -0.869 1.844 5.046
H: -3.043 1.781 2.118
H: -0.837 0.227 5.756
H: 1.556 4.934 2.388
H: 3.903 0.399 3.388
H: 0.868 -2.509 4.059
H: -5.865 -1.245 -0.870
H: 1.071 -2.555 2.315
H: 5.735 1.691 -0.841
H: 1.522 1.291 5.225
H: 4.956 -0.703 -0.781
H: -4.965 1.104 -1.114
H: -3.754 1.161 3.608
H: -3.761 0.168 2.161
H: -1.117 -5.603 0.384
H: 0.692 -7.329 0.305
H: -2.639 1.529 -0.534
H: -1.374 -2.086 4.461
H: 2.674 -0.037 5.383
H: 3.203 1.196 1.985
H: 2.489 -2.547 3.362
H: 3.656 -0.519 1.911
H: -4.255 -3.043 -0.198

These are the Mulliken partial charges, in e, on atoms 1 to 2:
1. Cr -0.283
2. S -0.171

(5)
# C4H8BrN

2 unconnected molecules or ions with the total composition C4H8BrN (the ωB97M-V functional and the def2-TZVPD basis, the Open Molecules 2025 dataset).

For the max |F|, the calculation gives 3.4 eV Å⁻¹. The HOMO energy comes out at -9.05 eV. For the energy relative to the best compared isomer or geometry (same formula, charge and spin), the calculation gives 424.1 kJ/mol. The orbital gap is 8.43 eV. Its energy is -75805.16717 eV.

Cartesian coordinates (Å):
Br: -3.788 0.380 0.118
N: 2.412 1.113 -0.293
C: -2.160 -0.530 0.292
C: -2.275 -1.879 -0.294
C: 2.144 1.147 1.127
C: 1.451 0.982 -1.079
H: 1.732 1.169 -2.179
H: -1.654 -2.569 0.242
H: 3.023 0.538 1.503
H: -3.193 -2.373 -0.565
H: 1.194 0.767 1.275
H: 0.483 0.892 -0.632
H: -1.522 -1.900 -1.043
H: 2.153 2.263 1.530

These are the Mulliken partial charges, in e, on atoms 1 to 2:
1. Br -0.096
2. N -0.394

(6)
# C48H84N12

12 unconnected molecules or ions with the total composition C48H84N12 (the ωB97M-V functional and the def2-TZVPD basis, the Open Molecules 2025 dataset).

For the max |F|, the calculation gives 3.9 eV Å⁻¹. The HOMO energy comes out at -11.21 eV. As for the SMILES: CCCC#N.CCCC#N.CCCC#N.CCCC#N.CCCC#N.CCCC#N.CCCC#N.CCCC#N.CCCC#N.CCCC#N.CCCC#N.CCCC#N. For the energy relative to the best compared isomer or geometry (same formula, charge and spin), the calculation gives 147.6 kJ/mol. The orbital gap is 11.38 eV. Its energy is -69017.00828 eV.

Cartesian coordinates (Å):
N: 4.909 1.615 -3.445
N: -4.095 -3.873 2.022
N: 3.370 1.342 0.472
N: -1.251 -1.570 -1.060
N: 0.331 -4.057 4.453
N: -2.788 3.829 -2.701
N: 2.149 -6.200 -2.582
N: 1.103 1.954 9.296
N: 0.378 2.638 3.965
N: -3.693 3.735 2.601
N: -0.729 -2.317 -5.848
N: 0.420 2.078 -1.933
C: -2.614 1.927 -0.894
C: 1.553 0.256 6.215
C: 4.290 2.026 0.376
C: -4.294 -3.229 1.073
C: 2.860 -1.126 -1.944
C: -0.935 -4.539 -2.806
C: 2.003 3.107 -3.736
C: -0.215 4.598 0.636
C: -4.566 -2.401 -0.126
C: 0.813 1.382 8.333
C: -1.503 -5.826 -3.349
C: -4.600 -3.307 -1.410
C: -3.467 2.866 3.337
C: 4.737 0.495 -3.685
C: -0.509 -1.118 -0.259
C: 3.022 -1.317 -3.449
C: 6.777 2.406 0.642
C: 7.063 1.056 -0.080
C: 0.542 -4.276 -3.262
C: 1.806 3.912 2.183
C: 0.413 0.572 7.179
C: -1.521 -0.427 2.464
C: 0.381 -0.466 0.683
C: -0.904 1.117 -4.880
C: 1.091 2.556 -2.730
C: -5.785 -4.246 -1.402
C: 1.366 4.233 -4.496
C: -0.002 -0.692 2.147
C: -1.949 1.288 -5.985
C: -1.122 -0.270 -4.254
C: -5.029 2.593 5.995
C: 4.422 -0.923 -3.974
C: 1.165 3.832 0.829
C: 2.489 -4.760 0.925
C: 1.535 5.543 -3.651
C: 1.023 3.185 3.167
C: -2.709 3.011 -1.882
C: 1.446 -5.353 -2.915
C: 0.975 -4.341 0.890
C: 5.420 2.917 0.189
C: -3.540 2.157 5.728
C: -4.718 0.687 -1.579
C: -3.883 1.227 -0.425
C: -0.978 -1.425 -5.155
C: -3.140 1.760 4.296
C: 2.562 -0.650 6.879
C: 0.072 -4.990 1.971
C: 0.212 -4.447 3.362
H: -1.260 -5.948 -4.405
H: 1.037 2.797 0.512
H: -2.084 -1.264 2.051
H: -2.962 1.252 -5.583
H: 0.414 0.589 0.411
H: 4.520 -1.071 -5.049
H: -1.612 -3.706 -2.995
H: 3.119 -4.288 0.170
H: 6.821 0.991 -1.140
H: 1.862 4.364 -5.458
H: 2.410 -5.843 0.831
H: 2.582 5.825 -3.537
H: 5.046 3.748 0.787
H: -0.934 -4.608 -1.718
H: -1.847 1.270 -1.303
H: -5.449 -1.787 0.053
H: -4.463 1.957 0.139
H: -3.630 -3.803 -1.428
H: -3.731 0.936 3.894
H: -4.135 -0.074 -2.097
H: -3.386 1.261 6.328
H: 3.153 -1.308 6.242
H: -1.695 -0.421 3.540
H: 2.932 3.350 -3.221
H: -2.268 2.330 0.058
H: 2.922 -0.093 -1.602
H: -4.570 -2.716 -2.326
H: 0.245 -6.066 1.992
H: -0.350 1.097 6.605
H: -5.733 1.973 5.440
H: -0.411 4.539 -0.435
H: 0.306 3.999 -4.592
H: -2.843 2.950 6.000
H: -0.002 5.643 0.862
H: 1.391 -0.830 0.501
H: 3.733 -1.607 -1.501
H: 1.907 1.175 5.749
H: -0.994 -4.842 1.797
H: -6.700 -3.654 -1.425
H: 0.914 -3.299 -2.955
H: 7.593 3.101 0.445
H: 2.063 4.952 2.386
H: -3.659 0.425 0.278
H: -1.935 0.508 -6.747
H: -5.818 -4.827 -2.323
H: -5.628 0.240 -1.178
H: -2.075 1.532 4.289
H: 0.128 1.316 -5.168
H: 2.069 -1.310 7.592
H: 0.508 -4.623 -0.053
H: -4.959 1.505 -2.258
H: -1.747 2.272 -6.409
H: 0.583 -4.256 -4.351
H: 0.902 -3.254 0.900
H: -1.833 0.540 2.067
H: -0.048 -0.360 7.505
H: 6.714 2.287 1.724
H: 2.917 -4.649 1.921
H: 2.183 2.311 -4.458
H: -2.162 -0.381 -3.948
H: 5.520 3.266 -0.839
H: -0.995 -6.680 -2.902
H: 1.893 4.180 0.096
H: 0.977 5.457 -2.718
H: 2.211 -0.796 -3.957
H: 8.116 0.789 0.006
H: -5.812 -4.948 -0.569
H: 0.608 -0.029 2.760
H: 1.941 -1.569 -1.561
H: -2.590 -5.862 -3.287
H: 1.125 -0.277 5.366
H: -1.034 4.261 1.272
H: 2.773 3.409 2.220
H: -1.124 1.798 -4.058
H: 6.465 0.280 0.397
H: 3.245 -0.074 7.504
H: -3.691 -1.752 -0.094
H: 0.102 -1.723 2.483
H: -0.550 -0.401 -3.335
H: 5.217 -1.441 -3.438
H: 0.991 6.357 -4.130
H: -5.318 2.580 7.046
H: 2.931 -2.350 -3.784
H: -5.215 3.629 5.712

These are the Mulliken partial charges, in e, on atoms 1 to 2:
1. N -0.577
2. N -0.610

(7)
# C6H10Br2O

2 unconnected molecules or ions with the total composition C6H10Br2O (the ωB97M-V functional and the def2-TZVPD basis, the Open Molecules 2025 dataset).

For the max |F|, the calculation gives 3.7 eV Å⁻¹. The HOMO energy (spin up / spin down) comes out at -8.57 / -8.13 eV. For the energy relative to the best compared isomer or geometry (same formula, charge and spin), the calculation gives 308.9 kJ/mol. The orbital gap (spin up / spin down) is 8.24 / 6.98 eV. Its energy is -148512.20319 eV.

Cartesian coordinates (Å):
Br: 1.469 2.414 1.486
Br: -0.645 -1.935 1.184
O: 2.404 0.407 0.119
C: 0.054 -0.406 -1.375
C: 0.493 -0.786 0.037
C: -1.422 1.627 1.283
C: -0.113 -1.651 -2.128
C: 1.701 -0.444 0.608
C: -0.008 1.308 1.643
H: -2.107 0.804 1.750
H: 0.755 -2.234 -2.352
H: 0.159 0.500 2.304
H: -1.574 1.766 0.167
H: 0.765 0.354 -1.880
H: -1.012 0.193 -1.421
H: 1.996 -0.984 1.602
H: -1.687 2.563 1.757
H: -0.380 -1.226 -3.203
H: -0.848 -2.270 -1.581

These are the Mulliken partial charges, in e, on atoms 1 to 2:
1. Br -0.011
2. Br -0.090

(8)
# C34H23FeN6O9Se

A molecular structure, C34H23FeN6O9Se (the ωB97M-V functional and the def2-TZVPD basis, the Open Molecules 2025 dataset).

For the max |F|, the calculation gives 2.1 eV Å⁻¹. The HOMO energy (spin up / spin down) comes out at -0.42 / -1.54 eV. As for the expectation value of S²: 0.76. The charge is -2. For the energy relative to the best compared isomer or geometry (same formula, charge and spin), the calculation gives 302.9 kJ/mol. The orbital gap (spin up / spin down) is 3.48 / 4.59 eV. Its spin multiplicity is 2. Its energy is -162729.76675 eV.

Cartesian coordinates (Å):
Se: 0.831 2.153 3.592
Fe: 0.054 -0.156 0.238
O: 3.453 1.816 -6.664
O: 3.915 0.437 -1.754
O: 3.533 1.967 -4.528
O: -0.313 -0.541 2.129
O: 1.965 -0.425 0.037
O: -1.978 -0.922 -7.625
O: -0.400 -0.065 -8.799
O: -1.822 -0.702 -2.746
O: 0.145 -0.138 -1.814
N: -2.050 0.045 0.088
N: 0.097 -2.077 0.174
N: 1.165 -2.495 -0.541
N: 0.212 1.774 0.807
N: -0.900 -0.369 -7.727
N: 2.998 1.593 -5.554
C: -0.625 -0.347 -2.773
C: 5.126 -2.555 -3.460
C: -2.605 -3.367 2.235
C: -0.002 3.291 -3.085
C: 1.061 0.569 -6.618
C: -3.047 -1.874 4.059
C: 0.120 2.237 -0.489
C: 2.064 -1.516 -0.616
C: -2.381 2.447 -0.275
C: -2.029 -1.041 3.647
C: -0.167 -0.059 -6.515
C: 1.291 2.472 -1.228
C: -1.573 -2.538 1.772
C: -0.715 -0.373 -5.273
C: 1.231 0.546 -4.203
C: -3.204 3.562 -0.130
C: 3.187 -1.836 -1.544
C: -3.346 -3.048 3.355
C: -2.782 1.237 0.315
C: 1.227 2.979 -2.510
C: 0.514 2.419 1.856
C: 1.743 0.876 -5.455
C: -0.005 -0.073 -4.123
C: 3.361 -3.161 -1.959
C: 4.311 -3.526 -2.894
C: 4.983 -1.240 -3.062
C: -4.746 2.326 1.216
C: -4.379 3.513 0.604
C: 4.031 -0.870 -2.111
C: -3.953 1.200 1.068
C: -0.732 -2.925 0.673
C: -1.252 -1.328 2.496
C: -1.127 2.575 -1.055
C: -1.161 3.094 -2.347
H: -1.684 -0.842 -5.195
H: 5.593 -0.462 -3.510
H: -4.999 4.397 0.704
H: -2.486 -0.725 0.583
H: 2.143 3.124 -3.076
H: -3.626 -1.618 4.940
H: -2.814 -4.280 1.684
H: -0.059 3.688 -4.093
H: 1.774 0.792 -3.300
H: -2.884 4.493 -0.584
H: 5.866 -2.813 -4.208
H: 2.706 -3.901 -1.521
H: 2.232 2.203 -0.770
H: -1.786 -0.134 4.187
H: 1.465 0.830 -7.583
H: 4.339 0.973 -2.435
H: -4.244 0.262 1.530
H: 4.406 -4.562 -3.196
H: -4.144 -3.701 3.690
H: -5.658 2.265 1.800
H: -0.702 -3.957 0.320
H: -2.101 -0.196 -0.917
H: -2.124 3.334 -2.785

These are the Mulliken partial charges, in e, on atoms 1 to 2:
1. Se -0.360
2. Fe -0.009

The highest energy belongs to which entry? C2H10N2S

The lowest max |F| belongs to which entry? C2H10N2S

Look up the energy of the seventh one. -148512.20319 eV

Look up the max |F| of the third one. 2.3 eV Å⁻¹